Molecular formula: C6H12O4
Method: DFT, ωB97M-V/def2-TZVPD

For the energy above the lowest of the compared OMol25 structures with the same formula, charge and spin, the calculation gives 144.3 kcal per mole. Its total energy is -14600.9543 eV. The calculation puts the lowest unoccupied orbital energy at -0.4 eV. The frontier orbital gap comes out at 8.441 eV.

Last column: natural (NBO) charge in e.
Cartesian coordinates (Å):
C  0.317  -0.731  3.432  -0.7204
C  0.195  -1.209  2.016  0.6102
O  0.337  -2.382  1.715  -0.5674
C  -0.118  -0.163  0.970  -0.5399
C  0.121  -0.622  -0.466  0.0680
O  -0.786  -1.642  -0.832  -0.7232
C  -0.071  0.499  -1.484  -0.4062
C  1.130  1.343  -1.840  0.3336
O  0.925  2.195  -2.776  -0.5716
H  -0.435  0.043  3.641  0.2300
H  1.305  -0.260  3.555  0.2413
H  0.218  -1.565  4.134  0.2434
H  0.474  0.738  1.196  0.2196
H  -1.174  0.129  1.104  0.2546
H  1.164  -0.977  -0.554  0.1562
H  -0.683  -2.347  -0.178  0.4946
H  -0.247  -0.055  -2.428  0.2801
H  -0.034  1.588  -0.771  0.2426
H  2.074  0.768  -1.877  0.1769
O  -1.768  1.607  -2.564  -1.0282
H  -0.791  2.201  -2.992  0.5268
H  -2.153  0.843  -3.002  0.4789

---

Molecular formula: C35H51GdN4O9PS2
Method: DFT, ωB97M-V/def2-TZVPD

For the energy above the lowest of the compared OMol25 structures with the same formula, charge and spin, the calculation gives 56.5 kcal per mole. Its total energy is -113299.6548 eV. The net charge is +1. As for the multiplicity: 8. The calculation puts the lowest unoccupied orbital energy (alpha / beta) at -3.8 / -2.1 eV. The frontier orbital gap (alpha / beta) comes out at 4.891 / 6.854 eV.

Last column: Löwdin charge in e.
Cartesian coordinates (Å):
Gd  -0.712  -0.246  0.463  1.7600
C  -0.017  -5.448  -0.099  -0.0163
N  -0.781  -4.833  0.986  -0.1140
C  -1.419  -5.786  1.935  -0.0279
C  -1.018  -3.508  0.956  -0.3659
O  -0.391  -2.696  0.207  -0.0918
C  -2.150  -2.943  1.808  -0.0687
O  -1.815  -1.638  2.280  -0.2031
C  -1.213  -1.376  3.536  -0.0855
C  0.223  -0.995  3.417  -0.3603
O  0.720  -0.580  2.309  -0.1142
N  0.982  -1.100  4.497  -0.1132
C  0.489  -1.479  5.851  0.0062
C  2.393  -0.781  4.409  -0.0150
H  -0.490  -5.258  -1.084  0.1087
H  0.980  -5.008  -0.219  0.0933
H  0.057  -6.512  0.150  0.0913
H  -1.640  -5.278  2.919  0.0918
H  -2.394  -6.169  1.528  0.1132
H  -0.777  -6.663  2.199  0.1049
H  -3.029  -2.786  1.237  0.1203
H  -2.371  -3.674  2.578  0.1080
H  -1.790  -0.597  4.042  0.1621
H  -1.304  -2.284  4.159  0.1408
H  -0.578  -1.549  5.879  0.0694
H  0.868  -2.491  6.152  0.1204
H  0.788  -0.734  6.538  0.0856
H  2.642  -0.690  3.329  0.0992
H  2.662  0.199  4.863  0.1149
H  2.977  -1.620  4.813  0.1030
O  -3.799  -3.217  -1.136  0.0426
C  -4.480  -2.502  -2.044  -0.2707
C  -5.417  -3.122  -2.919  -0.0341
C  -6.002  -2.479  -4.008  -0.0788
C  -5.907  -1.071  -4.117  -0.0746
C  -5.158  -0.424  -3.150  -0.0249
C  -4.352  -1.099  -2.173  -0.0553
C  -3.356  -0.290  -1.353  -0.4172
O  -2.976  -0.581  -0.178  -0.1562
N  -2.806  0.742  -2.052  -0.0024
N  -1.996  1.477  -1.311  -0.1748
C  -2.000  2.808  -1.656  -0.8834
S  -3.442  3.629  -2.021  0.9757
C  -2.801  5.266  -2.398  -0.4956
C  -1.271  5.281  -2.460  -0.4257
S  -0.555  3.814  -1.490  0.9231
H  -3.902  -4.195  -1.315  0.1417
H  -5.667  -4.172  -2.797  0.1043
H  -6.505  -3.091  -4.782  0.1140
H  -6.401  -0.538  -4.922  0.1022
H  -5.023  0.634  -3.096  0.0895
H  -3.108  5.890  -1.596  0.0576
H  -3.239  5.635  -3.334  0.0870
H  -0.847  6.170  -1.947  0.0822
H  -0.882  5.248  -3.460  0.0629
O  -1.323  1.498  1.895  -0.1453
C  -0.235  2.171  1.609  -0.5592
O  0.608  1.731  0.723  -0.2022
C  0.094  3.416  2.381  -0.1306
C  1.437  3.937  2.366  -0.0028
C  1.812  5.021  3.152  0.0211
C  0.779  5.576  3.902  -0.1938
O  0.850  6.542  4.887  0.0266
C  -0.454  6.647  5.486  -0.1030
O  -1.296  5.669  4.849  0.0281
C  -0.478  5.031  3.955  -0.2051
C  -0.888  3.915  3.215  0.0854
H  2.217  3.440  1.793  0.1114
H  2.876  5.280  3.293  0.1337
H  -0.892  7.637  5.299  0.1420
H  -0.410  6.417  6.529  0.1273
H  -1.887  3.533  3.298  0.1327
C  3.287  0.970  -4.100  -0.1120
C  2.311  0.879  -2.914  -0.5084
C  0.799  0.969  -3.265  -0.1409
P  2.490  -0.643  -1.784  1.0781
C  4.128  -0.195  -1.038  -0.5595
C  3.862  1.108  -0.240  -0.1521
C  5.377  0.007  -1.919  -0.1090
C  2.855  -1.933  -3.089  -0.5780
C  1.556  -2.652  -3.377  -0.1447
C  3.891  -2.941  -2.689  -0.1267
H  2.700  0.933  -5.027  0.0825
H  4.039  0.189  -4.173  0.0442
H  3.786  1.941  -4.107  0.0805
H  2.505  1.738  -2.209  0.0937
H  0.419  0.055  -3.755  0.0646
H  0.640  1.836  -3.915  0.0770
H  0.279  1.144  -2.317  0.0045
H  4.350  -0.996  -0.284  0.1059
H  4.018  2.010  -0.847  0.0713
H  4.667  1.164  0.536  0.0893
H  2.879  1.184  0.253  0.0420
H  5.390  1.014  -2.322  0.0713
H  5.456  -0.721  -2.696  0.0413
H  6.232  -0.146  -1.260  0.0840
H  3.138  -1.352  -3.977  0.0853
H  1.075  -2.993  -2.435  0.0555
H  1.735  -3.564  -3.983  0.0864
H  0.789  -1.989  -3.846  0.0710
H  3.528  -3.639  -1.938  0.0716
H  4.852  -2.533  -2.293  0.0673
H  4.159  -3.592  -3.543  0.0910

---

Molecular formula: C3H6P2
Method: DFT, ωB97M-V/def2-TZVPD

For the energy above the lowest of the compared OMol25 structures with the same formula, charge and spin, the calculation gives 17.5 kcal per mole. Its total energy is -21783.6791 eV. The calculation puts the lowest unoccupied orbital energy at -0.8 eV. The frontier orbital gap comes out at 8.177 eV.

Last column: natural (NBO) charge in e.
Cartesian coordinates (Å):
C  1.243  0.264  -1.037  -0.7937
C  -0.480  -0.569  0.573  -0.5977
C  0.961  -0.127  0.418  -0.4415
P  3.089  0.486  -1.383  0.2638
P  1.939  -0.945  -2.172  0.3044
H  0.667  1.121  -1.618  0.2328
H  -0.606  -0.749  1.676  0.2079
H  -0.577  -1.607  0.140  0.1993
H  -1.164  0.125  0.104  0.2075
H  1.454  -1.047  0.540  0.2026
H  1.168  0.522  1.341  0.2147

---

Molecular formula: C4H9NO
Method: DFT, ωB97M-V/def2-TZVPD

For the energy above the lowest of the compared OMol25 structures with the same formula, charge and spin, the calculation gives 57.2 kcal per mole. As for the SMILES: C=C[C@H]1CN1.O. Its total energy is -7829.8406 eV. The calculation puts the lowest unoccupied orbital energy at 0.9 eV. The frontier orbital gap comes out at 10.880 eV.

Last column: natural (NBO) charge in e.
Cartesian coordinates (Å):
C  0.651  1.136  1.425  -0.4041
C  0.805  -0.114  0.998  -0.1847
O  -2.302  0.748  0.359  -0.9681
C  0.884  -0.508  -0.441  -0.1296
C  -0.128  -1.357  -1.110  -0.2525
N  -0.065  0.081  -1.382  -0.6185
H  -1.746  0.948  1.121  0.4641
H  0.639  1.374  2.486  0.2065
H  0.523  1.961  0.728  0.2055
H  0.925  -0.924  1.717  0.2068
H  -1.658  0.731  -0.371  0.4877
H  1.906  -0.635  -0.801  0.2059
H  -1.020  -1.668  -0.571  0.2182
H  0.220  -2.045  -1.878  0.1968
H  0.366  0.272  -2.282  0.3661